1.
Density functional theory data (the ωB97M-V functional and the def2-TZVPD basis) for a molecular structure, C23H36AuBN9Si.

```
71
Properties=species:S:1:pos:R:3:forces:R:3
Au 0.18822 1.42070 -1.82231 0.6 -1.4 0.7
C -2.56508 -0.61950 -3.40857 0.4 -0.2 0.7
C -1.52202 -1.42360 -2.67610 1.7 0.3 0.1
C -1.56856 -2.72694 -2.17325 1.1 -0.5 0.8
C -0.32915 -3.00553 -1.59270 -0.5 1.5 -0.1
N 0.46760 -1.87630 -1.73986 -1.2 -0.3 -0.2
N -0.27160 -0.94736 -2.48226 -0.4 0.7 0.4
B 1.81826 -1.55595 -1.22807 -0.6 -1.0 1.1
N 2.33624 1.36410 0.69038 -1.3 0.7 -1.0
C 2.82771 1.74401 1.91975 -0.4 1.9 1.6
C 2.07784 2.83514 2.37351 1.2 -0.8 0.7
C 1.12841 3.11087 1.34684 -0.1 -0.4 -0.5
C 0.04088 4.12216 1.18762 0.7 0.0 0.6
N 1.34057 2.18179 0.36841 0.4 -1.2 -1.2
N 2.51717 -0.48370 -1.95020 1.3 1.2 -0.9
C 3.84910 -0.44272 -2.31558 -1.0 0.4 0.4
C 4.07854 0.77070 -2.93129 0.4 -0.4 -0.3
C 2.87199 1.45439 -3.04864 -1.1 -1.0 1.1
C 2.57623 2.78862 -3.72388 -0.1 -0.7 1.0
N 1.93187 0.68163 -2.42160 1.4 0.4 -0.6
N 2.40572 -2.24840 -0.05533 -0.7 0.8 -0.6
C 3.66528 -2.17211 0.51865 0.3 -0.4 0.4
C 3.66997 -3.01992 1.60342 0.8 1.1 -0.3
C 2.34749 -3.49683 1.76010 -0.9 0.3 -1.3
C 1.78394 -4.37003 2.85228 0.1 0.0 -0.3
N 1.59440 -3.04226 0.75419 0.1 -0.6 0.2
H -3.35338 -1.26562 -3.75513 -0.2 -0.3 -0.2
H -3.03918 0.10142 -2.72784 0.3 0.0 -0.2
H -2.11774 -0.13444 -4.27174 0.0 0.2 0.0
H -2.41436 -3.37206 -2.17450 -0.3 -0.4 -0.1
H 0.04866 -3.84466 -1.02852 -0.1 0.0 -0.2
H 3.71198 1.23767 2.35089 -0.9 0.4 -0.3
H 2.13689 3.40066 3.30403 0.2 -0.3 -0.3
H 0.06191 4.86462 1.99186 0.0 -0.2 -0.1
H 0.15026 4.65143 0.23536 0.0 -0.2 0.0
H -0.92310 3.60743 1.20683 0.0 0.0 -0.1
H 4.49182 -1.30783 -2.14348 -0.2 0.5 0.0
H 5.01039 1.15229 -3.28497 0.4 -0.1 -0.3
H 3.49247 3.09916 -4.21162 0.0 0.2 -0.2
H 1.77194 2.67839 -4.45586 0.2 0.0 0.0
H 2.27857 3.56028 -2.98910 0.2 -0.4 -0.3
H 4.43748 -1.47828 0.17072 -0.4 -0.6 0.0
H 4.51357 -3.20940 2.25691 -0.2 0.1 -0.1
H 2.51014 -5.13955 3.14652 -0.2 0.2 -0.2
H 1.56448 -3.78991 3.75074 0.0 0.1 -0.1
H 0.85628 -4.85147 2.52528 0.2 0.1 0.0
C -4.08959 4.39360 -2.21227 0.1 -0.3 -0.2
C -3.95074 3.29487 -1.13174 0.0 -0.6 -0.3
C -2.62949 2.62548 -1.25886 2.2 -0.1 0.5
N -1.52998 2.23058 -1.30506 -3.9 1.2 -0.2
H -5.08672 4.84690 -2.15815 0.3 -0.2 0.0
H -3.96142 3.93054 -3.20568 -0.1 0.4 0.4
H -3.33890 5.17963 -2.06716 -0.2 -0.2 -0.1
H -4.71728 2.50264 -1.23923 0.3 0.4 -0.1
H -4.07314 3.67968 -0.11330 0.3 0.0 -0.1
C -3.62148 -1.15151 3.32935 0.5 0.9 -0.2
Si -1.91408 -1.33684 2.50298 -0.5 -2.3 2.2
C -1.96243 -3.15836 1.94922 1.3 0.4 -0.4
C -0.57479 -1.22032 3.85308 0.6 0.3 -0.6
C -1.56409 -0.08479 1.25245 0.2 1.1 -1.6
H -3.74175 -1.84342 4.16814 0.2 0.0 -0.1
H -4.44763 -1.31858 2.63375 0.1 0.1 0.0
H -3.68924 -0.12626 3.72896 -0.3 -0.3 0.0
H -2.22135 -3.81906 2.77279 -0.1 0.2 0.3
H -0.97633 -3.48991 1.56804 -0.4 0.2 0.1
H -2.67635 -3.33409 1.17105 -0.6 -0.1 -0.6
H -0.69236 -1.91592 4.68869 -0.2 -0.1 -0.2
H -0.60287 -0.22002 4.29049 0.1 0.1 0.1
H 0.45909 -1.36714 3.44075 -0.8 0.1 0.2
H -0.75335 0.65190 1.35039 -0.3 -0.3 0.1
H -2.09385 0.04731 0.28948 0.2 -0.3 0.6
```
Forces are in eV/Å.

Properties
Charge: +2
Maximum force (eV/Å): 4.05
Total energy (eV): -50074.979
Multiplicity: 4
LUMO energy (alpha / beta) (eV): -5.75 / -8.60

2.
Density functional theory data (the ωB97M-V functional and the def2-TZVPD basis) for 7 unconnected molecules or ions with the total composition C23H36Cl12N2O3S.

```
77
Properties=species:S:1:pos:R:3:forces:R:3
O -4.19750 1.59819 1.72441 0.1 -0.1 -0.1
S -3.17030 0.82459 2.35103 -0.1 0.2 0.1
O -3.08206 0.80828 3.77773 0.0 -0.1 -0.1
O -3.32915 -0.70312 1.91094 0.1 -0.1 0.1
C -1.58615 1.25249 1.67386 -0.2 0.1 0.3
C -1.33538 2.75840 1.83526 0.4 0.0 -0.1
C -0.69791 3.36986 0.58013 0.1 0.1 0.0
C -1.38587 3.04927 -0.72492 0.3 -0.1 0.1
C -0.60776 2.60112 -1.82353 0.1 -0.1 0.4
C -1.18732 2.28433 -3.00711 0.1 -0.2 -0.4
C -2.57814 2.41275 -3.17332 -0.4 0.1 0.0
N -3.14111 2.10255 -4.37714 -0.1 0.0 0.1
C -4.43629 2.22875 -4.44889 -0.1 0.1 0.1
C -5.22896 2.66855 -3.34836 0.1 0.0 -0.1
N -4.71951 2.98599 -2.19196 0.0 -0.1 -0.1
C -3.36514 2.85988 -2.08249 0.0 -0.1 -0.4
C -2.73834 3.16499 -0.86251 -0.1 0.2 0.3
H -2.99059 -0.83139 1.01235 -0.1 -0.1 0.0
H -0.87935 0.65312 2.23943 0.1 0.1 0.0
H -1.56573 0.91862 0.63460 -0.1 0.2 0.0
H -0.62348 2.89084 2.65219 -0.1 0.1 0.1
H -2.24200 3.29208 2.12028 -0.1 -0.1 -0.1
H 0.33893 3.02527 0.51559 0.0 0.0 0.0
H -0.64812 4.45675 0.70389 0.0 0.0 0.0
H 0.46306 2.49368 -1.69637 0.0 0.0 0.0
H -0.60641 1.92028 -3.84504 0.0 0.0 0.0
H -4.92040 1.99135 -5.39207 0.1 0.0 0.0
H -6.30627 2.74638 -3.46789 0.1 0.0 0.0
H -3.35711 3.48974 -0.03443 -0.1 0.0 -0.1
Cl 2.46168 6.06439 -3.63818 0.0 0.0 0.0
C 0.89472 6.32945 -4.44915 0.0 0.0 -0.1
C -0.13207 6.92109 -3.51826 0.0 0.1 0.0
Cl -0.61659 5.76081 -2.25619 0.0 0.2 0.0
H 0.56240 5.37245 -4.84316 0.0 0.0 0.0
H 1.07568 7.01152 -5.27790 0.0 0.0 0.0
H -1.02877 7.17519 -4.08097 0.0 0.0 0.0
H 0.24353 7.81616 -3.02916 0.0 0.0 0.0
Cl -0.10932 -1.56001 1.31579 0.1 -0.3 -0.2
C 0.44632 -2.88689 2.36993 -0.1 -0.1 0.1
C 1.93170 -2.81398 2.60356 0.0 0.0 0.1
Cl 2.85158 -3.15393 1.11240 0.1 0.1 0.0
H 0.15788 -3.82496 1.90336 0.0 0.0 0.0
H -0.08828 -2.79113 3.31332 0.0 0.0 0.0
H 2.22565 -3.56083 3.33946 0.0 0.0 0.0
H 2.22659 -1.83003 2.96008 0.0 0.0 0.0
Cl -6.05146 -5.43582 1.52441 0.0 0.0 0.0
C -5.49985 -4.80925 3.10006 0.0 0.0 0.0
C -4.35572 -3.84095 2.95693 0.0 0.1 0.0
Cl -2.86222 -4.65128 2.40031 0.0 0.0 0.0
H -5.22485 -5.66173 3.71548 0.0 0.0 0.0
H -6.34677 -4.30022 3.55646 0.0 0.0 0.0
H -4.13101 -3.38845 3.92077 0.0 0.0 0.0
H -4.58529 -3.05030 2.24905 0.0 0.0 0.0
Cl 2.34008 -5.24738 -4.26556 0.0 0.0 0.0
C 2.41677 -4.85764 -2.52642 0.0 0.0 0.1
C 1.19057 -4.12425 -2.05017 -0.1 0.0 0.1
Cl 1.08630 -2.47729 -2.72211 0.0 0.1 0.0
H 3.31608 -4.27042 -2.35852 0.0 0.0 0.0
H 2.50557 -5.80167 -1.99158 0.0 0.0 0.0
H 1.23344 -4.01969 -0.96696 0.0 0.0 0.0
H 0.27950 -4.65120 -2.32176 0.0 0.0 -0.1
Cl 5.53299 -4.21557 3.55344 0.0 0.0 0.0
C 7.03922 -4.27619 2.59954 0.1 0.0 0.0
C 6.85451 -3.76268 1.19464 0.0 0.1 0.0
Cl 5.84062 -4.84141 0.20475 0.0 -0.1 0.0
H 7.38770 -5.30543 2.60081 0.0 0.0 0.0
H 7.76656 -3.65533 3.11951 0.0 0.0 0.0
H 7.82402 -3.69923 0.70360 0.0 0.0 0.0
H 6.39031 -2.77942 1.19030 0.0 0.0 0.0
Cl 2.05323 1.14091 2.82098 0.0 0.0 0.0
C 3.57802 1.01660 1.89917 0.1 0.0 0.0
C 3.43161 1.51996 0.48644 0.0 0.0 0.0
Cl 2.38917 0.45399 -0.48544 0.0 0.0 0.0
H 3.88608 -0.02680 1.91316 0.0 0.0 0.0
H 4.31736 1.61406 2.42964 0.0 0.0 0.0
H 4.40916 1.53895 0.00736 0.0 0.0 0.0
H 3.00999 2.52221 0.46111 0.0 0.0 0.0
```
Forces are in eV/Å.

Properties
Maximum force (eV/Å): 0.44
Total energy (eV): -194663.769
Multiplicity: 1
LUMO energy (eV): 0.03
SMILES: O=S(=O)(O)CCCc1ccc2nccnc2c1.ClCCCl.ClCCCl.ClCCCl.ClCCCl.ClCCCl.ClCCCl